Record 1
Formula: C18H16N4O3
Source: OMol25
Level of theory: ωB97M-V/def2-TZVPD

The geometry in XYZ format:
```
41
Properties=species:S:1:pos:R:3:forces:R:3:nbo_charge:R:1
O 1.75379 2.23963 0.56633 -0.8 2.2 2.1 -0.563
C 1.48130 1.47792 -0.28318 3.1 -3.5 -2.5 0.648
N 0.24291 0.85916 -0.52888 -0.5 5.6 7.2 -0.606
C 0.13359 -0.05599 -1.38346 0.2 -1.2 -1.5 0.553
N 1.07047 -0.23868 -2.11732 5.4 -4.4 -7.2 -0.419
N 2.36732 0.12519 -2.12207 -0.5 0.2 0.0 -0.197
C 2.70489 0.87331 -1.16007 -2.7 4.4 -0.1 0.137
C 4.00985 1.68519 -1.23495 1.1 -4.8 -0.1 -0.450
C 4.78883 0.84326 -0.21075 0.3 -2.2 -2.2 -0.087
C 5.22125 -0.48906 -0.48497 -1.5 0.8 -7.9 -0.156
C 5.97860 -1.28761 0.21103 1.6 0.6 7.3 -0.278
C 6.15459 -0.70185 1.60974 -1.0 -0.8 5.0 -0.177
C 5.50284 0.53732 2.24277 -0.4 -7.1 -18.2 -0.185
C 4.85846 1.15384 1.03639 0.0 6.9 9.7 -0.164
H 4.45452 2.27753 1.41598 0.7 -2.8 -1.6 0.192
H 5.71636 0.66230 3.11337 1.7 2.5 10.1 0.179
H 6.54183 -1.46227 2.60785 -0.5 2.0 -3.5 0.184
H 6.36518 -2.30683 0.18534 -0.3 0.5 -1.0 0.245
H 5.02904 -0.80274 -1.65117 0.2 0.6 2.8 0.204
H 4.51097 1.34966 -2.23112 -1.1 1.5 1.4 0.245
H 4.00217 2.70191 -0.90111 -0.3 0.5 -0.4 0.255
N -0.88639 -0.82884 -1.62710 -6.6 -1.1 2.2 -0.554
C -2.11671 -0.65607 -0.79990 4.2 -0.6 0.1 0.024
C -3.31867 -0.77854 -1.30058 -7.0 2.9 -2.8 -0.254
C -4.54667 -0.30710 -0.63614 5.6 -3.5 7.4 0.268
C -4.47933 -0.42921 0.90809 8.1 1.5 -1.4 0.272
C -3.13765 -0.45700 1.67905 -2.1 0.0 -17.3 -0.191
C -2.04029 -0.53627 0.53854 2.1 -0.9 9.8 -0.245
H -0.94354 -0.74461 1.20758 -3.0 0.8 -2.6 0.214
H -3.07266 -0.49006 2.60912 1.0 -0.3 8.0 0.184
O -5.49427 -0.25674 1.64503 -1.4 0.3 3.2 -0.489
C -6.64525 0.16098 1.09385 -4.9 -3.0 -2.2 -0.106
C -6.84542 -0.86082 -0.21478 -0.4 2.8 0.9 -0.093
H -6.80046 -1.86746 0.24552 -0.1 0.3 -0.6 0.190
O -5.71787 -0.59205 -1.00324 -4.2 -0.6 -5.1 -0.505
H -7.77229 -0.64823 -0.91755 1.9 -0.6 1.8 0.219
H -6.68303 1.25824 0.76455 -0.2 -1.5 0.9 0.212
H -7.46215 -0.40011 1.76074 1.2 2.7 -0.9 0.210
H -3.50426 -0.69339 -2.36758 0.4 -0.8 -0.4 0.217
H -1.00449 -1.28053 -2.52624 0.6 0.3 0.3 0.434
H -0.41738 0.96664 0.26128 0.3 0.2 -0.9 0.434
```
Forces are in eV/Å.

Computed properties:
- E_tot (Ha) = -1139.7437
- strongest force on any atom (Eh/bohr) = 0.379
- total charge = 0
- frontier orbital gap (Ha) = 0.2929
- energy above the lowest of the compared OMol25 structures with the same formula, charge and spin (kcal/mol) = 376.7
- SMILES string = O=c1[nH]c(Nc2ccc3c(c2)OCCO3)nnc1Cc1ccccc1

Record 2
Formula: C3H8N2
Source: OMol25
Level of theory: ωB97M-V/def2-TZVPD

The geometry in XYZ format:
```
13
Properties=species:S:1:pos:R:3:forces:R:3:nbo_charge:R:1
C -0.07557 1.51696 0.03574 -0.2 0.1 -0.6 -0.689
C -0.55410 0.10272 0.04463 0.6 -0.1 0.9 0.309
N -1.66229 -0.31436 0.62122 -1.1 -0.6 -0.9 -0.742
N 1.60842 -1.21501 -0.08925 0.1 0.0 -0.1 -0.841
C 0.19567 -1.09654 -0.26804 -0.5 -0.1 0.4 -0.370
H -2.54887 0.14791 0.39220 0.3 0.7 0.5 0.354
H -1.02570 -1.54518 0.41238 1.0 0.1 -0.3 0.347
H 2.17344 -0.82588 -0.83566 -0.1 0.0 0.1 0.355
H 1.93258 -0.87050 0.80276 0.0 0.0 0.0 0.360
H -0.15629 -1.55739 -1.19077 0.0 0.1 0.0 0.221
H 0.89984 1.59338 -0.44559 0.0 0.0 0.0 0.223
H -0.78925 2.13007 -0.52204 0.0 0.1 0.0 0.236
H 0.00212 1.93380 1.04244 -0.1 -0.2 -0.1 0.236
```
Forces are in eV/Å.

Computed properties:
- E_tot (Ha) = -228.4955
- strongest force on any atom (Eh/bohr) = 0.029
- total charge = 0
- frontier orbital gap (Ha) = 0.3272
- energy above the lowest of the compared OMol25 structures with the same formula, charge and spin (kcal/mol) = 96.1